Entry 1:
Formula: C9H8Cl2N2
Source: the OMol25 dataset
Level of theory: ωB97M-V/def2-TZVPD

Computed properties:
Orbital gap in eV: 9.44
HOMO energy in eV: -8.9269
2S+1: 1

```
21
Properties=species:S:1:pos:R:3:mulliken_charge:R:1
C -1.707 0.418 -1.786 0.35
C 2.485 -1.500 0.228 -0.49
C 1.459 -1.695 1.103 -0.53
C 2.444 -0.433 -0.632 -0.50
C 0.449 -0.703 1.241 -0.38
C 1.486 0.507 -0.577 -0.56
C 0.428 0.370 0.314 0.44
C -2.212 0.999 -0.570 -0.32
C -0.564 1.560 0.373 0.39
N -1.210 0.226 -2.816 -0.48
N -3.135 2.005 -0.713 -0.51
Cl -1.164 1.716 2.085 -0.17
Cl -0.105 3.041 -0.283 -0.14
H 3.286 -2.205 0.113 0.37
H 1.219 -2.573 1.663 0.35
H 3.196 -0.451 -1.375 0.40
H -0.316 -0.955 1.941 0.37
H 1.680 1.373 -1.121 0.39
H -2.477 0.285 0.176 0.43
H -3.424 2.351 0.201 0.29
H -2.849 2.772 -1.271 0.29
```

Entry 2:
Formula: C9H8ClIN2O
Source: the OMol25 dataset
Level of theory: ωB97M-V/def2-TZVPD

Computed properties:
Orbital gap (alpha / beta) in eV: 8.11 / 7.83
HOMO energy (alpha / beta) in eV: -8.8024 / -8.3175
2S+1: 1

```
22
Properties=species:S:1:pos:R:3:mulliken_charge:R:1
C -2.686 -0.093 -1.468 -0.30
C -1.369 0.414 -1.481 -0.37
C -2.953 -1.413 -1.669 -0.31
C -0.317 -0.502 -1.663 0.44
C -0.690 -1.784 -1.845 0.02
C 1.143 -0.065 -1.504 0.57
C 2.378 0.348 1.620 -0.33
C 1.630 1.675 1.815 -0.55
C 1.026 0.398 2.295 0.02
N -1.931 -2.188 -1.987 -0.52
N 0.074 -0.014 1.367 -0.32
O 1.527 1.032 -1.267 -0.51
Cl 2.203 -1.467 -1.623 -0.17
I -1.421 -1.109 1.899 0.06
H -3.610 0.442 -1.156 0.28
H -1.019 1.436 -1.292 0.38
H -3.937 -1.797 -1.633 0.42
H 2.501 0.213 0.586 0.08
H 3.144 -0.157 2.230 0.24
H 1.973 2.404 2.521 0.26
H 1.326 1.973 0.871 0.19
H 1.007 0.253 3.384 0.42
```

Question: 2S+1 of number 1 (C9H8Cl2N2)?
Answer: 1

Question: What is the 2S+1 in the second record?
Answer: 1